A structure of composition C6H24F2HfN12O6, computed with ωB97M-V with the def2-TZVPD basis set.

Calculated values
- E (Ha) = -1598.0546
- LUMO (eV) = -11.986
- M (g mol⁻¹) = 576.82
- HOMO-LUMO gap (eV) = 1.6
- relative energy (zero: lowest compared OMol25 entry of this formula, charge and spin) (eV) = 27.490
- F_max (eV/Å) = 7.09
- HOMO level (Ha) = -0.4992
- charge = +2

Cartesian coordinates (Å):
Hf -3.20962 -3.74410 2.16190
F -1.26776 -4.66592 -1.10610
F -1.02975 -0.33421 1.38843
C -3.34225 4.93418 -2.19056
O -4.40479 4.71417 -1.79776
N -2.97720 5.82792 -3.03442
N -2.26490 4.25923 -1.72962
H -3.45950 6.71189 -2.95644
H -2.35344 5.64831 -3.80821
H -1.40619 4.64906 -2.09120
H -2.33317 3.42185 -1.16905
C -5.44679 -0.64596 -3.52122
O -5.14902 -1.25803 -2.47174
N -6.54714 -0.13129 -3.85347
N -4.61017 -0.56120 -4.48646
H -6.65379 0.28739 -4.76640
H -7.33065 -0.09190 -3.21732
H -5.03815 -0.27968 -5.35690
H -3.74325 -1.07902 -4.46615
C 6.39992 0.59821 1.26824
O 6.13322 1.53139 2.03514
N 5.45831 -0.02210 0.60450
N 7.49644 -0.06930 0.93772
H 5.52355 -0.82216 -0.00848
H 4.52891 0.19997 0.93159
H 7.42617 -0.47084 0.01364
H 8.41032 0.18921 1.28137
C 3.16488 0.23474 -5.64374
O 4.02725 -0.57628 -5.38514
N 2.96959 0.99835 -6.70102
N 2.23224 0.45586 -4.77136
H 2.13013 1.55110 -6.80030
H 3.45317 0.89922 -7.58217
H 1.27359 0.60268 -5.05337
H 2.34403 0.10449 -3.83107
C -3.30781 0.08875 7.06300
O -2.95282 -0.96539 6.50182
N -4.35805 0.26631 7.73087
N -2.45225 1.05986 7.28448
H -4.35468 1.04377 8.37558
H -5.13058 -0.37548 7.83768
H -2.93140 1.91777 7.51794
H -1.46492 0.85985 7.35709
C 2.82742 -4.79556 3.59896
O 1.62872 -4.62534 3.54050
N 3.49887 -5.14641 2.51395
N 3.54923 -4.18787 4.44584
H 4.48807 -5.34883 2.53857
H 2.96126 -5.05674 1.66364
H 3.07867 -3.51883 5.03834
H 4.51588 -4.28295 4.16899

Atom charges from the natural (NBO) analysis, given in e for atoms 1 to 6: atom 1 (Hf): 1.605, atom 2 (F): -0.559, atom 3 (F): -0.432, atom 4 (C): 0.741, atom 5 (O): -0.498, atom 6 (N): -0.839